{"formula": "C3H6S3", "method": "ωB97M-V with the def2-TZVPD basis set", "symbols": ["H", "H", "S", "H", "C", "C", "H", "S", "H", "H", "S", "C"], "xyz": [[-0.35665, -0.94986, 2.71308], [-0.38616, 1.82548, -0.52103], [-0.19031, -0.24855, -1.71692], [1.85091, 0.64420, -1.05147], [-0.31878, -0.84893, 1.62460], [-0.95327, 1.19314, -1.25533], [-0.26230, -1.81151, 1.13293], [-2.46944, 1.66181, -1.69737], [1.92493, -1.05867, -0.97052], [-1.22921, -0.36986, 1.35948], [1.08128, 0.14934, 1.08843], [1.30901, -0.18660, -0.70588]], "lowdin_charge": [0.0437, 0.0181, 0.8208, 0.0055, -0.4121, -1.1158, 0.0365, 0.5630, 0.0473, 0.0107, 0.7541, -0.7719], "spin_multiplicity": 1, "relative_energy_kj_mol": 76.99, "lumo_energy_ev": -0.34}



{"formula": "C23H25FN4O6Sr", "method": "ωB97M-V with the def2-TZVPD basis set", "symbols": ["H", "C", "C", "H", "C", "H", "C", "H", "H", "C", "C", "O", "C", "C", "H", "H", "N", "C", "H", "C", "Sr", "C", "C", "O", "F", "C", "C", "N", "C", "C", "H", "H", "O", "C", "H", "H", "O", "O", "H", "C", "C", "H", "C", "C", "H", "H", "H", "H", "H", "H", "C", "H", "O", "N", "C", "H", "N", "H", "H", "H"], "xyz": [[-4.27047, 4.74544, 5.30357], [-2.03741, 1.95691, 2.45576], [3.21925, -7.30900, -1.58311], [4.46315, -5.47212, -5.94615], [3.46875, -6.67808, -4.42640], [2.98772, -6.29398, -6.52808], [-0.07210, 3.91160, -0.89152], [-3.57665, 3.98137, 1.77236], [4.11730, -7.74018, -2.01165], [2.45976, -4.62081, -4.07116], [3.46397, -5.82824, -5.66273], [2.36450, -5.21307, -1.23473], [1.73037, -0.51791, -2.32908], [2.82655, -6.05597, -2.06910], [-4.70728, 3.64758, 3.09258], [-0.98850, -1.25176, 1.87954], [-2.81828, 2.70148, 3.31539], [-3.64005, 3.84435, 2.86214], [-2.16533, 5.35895, 3.31962], [0.77154, 4.66485, -1.86653], [1.42687, -3.14591, -1.45922], [2.51532, -7.95752, -0.63711], [-2.44567, 3.76423, 5.50340], [2.68870, -4.64618, -5.36628], [-2.46779, -0.10644, 3.63483], [-2.88818, 2.49592, 4.76574], [0.99334, 0.36839, -1.34606], [2.93862, -5.74687, -3.42501], [-0.59904, 4.23020, -2.25974], [-0.57301, 1.84834, 0.44194], [-2.21689, 1.68435, 5.07800], [-2.55049, 3.65304, 6.57490], [2.74595, -1.15726, -1.87934], [-1.37825, 2.55336, 1.35083], [-3.84377, 5.96357, 3.28380], [0.86395, 5.71925, -1.61770], [0.37188, -1.60955, -0.13651], [1.86187, -3.64953, -3.61988], [-1.51773, 3.62569, 1.25905], [0.81406, 1.71339, -1.49907], [-3.20313, 5.13490, 3.55562], [1.32078, 2.14437, -2.35350], [0.32574, -0.34372, -0.28004], [-0.44696, 0.45409, 0.64318], [1.68646, 4.13301, -2.11516], [-1.27729, 5.08227, -2.34950], [4.46447, -7.01287, -4.14448], [-0.52680, 4.56771, -0.13342], [-3.92394, 2.22637, 5.05968], [-2.97103, 5.76862, 5.51632], [-1.83538, 0.55544, 2.60281], [2.84709, -8.94097, -0.30561], [1.07766, -0.81260, -3.35193], [0.08767, 2.50440, -0.63425], [-1.08666, -0.18346, 1.73352], [-1.41428, 3.99921, 5.24776], [-3.28219, 4.91379, 5.03747], [-0.58639, 3.46797, -3.03859], [2.80150, -7.54673, -4.50894], [1.60614, -7.54369, -0.20827]], "lowdin_charge": [0.1969, -0.1415, -0.0769, 0.1481, -0.0694, 0.1460, -0.2577, 0.1385, 0.1240, -0.4513, -0.0731, -0.1535, -0.6794, -0.3469, 0.1423, 0.1398, -0.0860, -0.1109, 0.1398, -0.0907, 1.8269, 0.1422, -0.0822, 0.1250, 0.0486, -0.1133, -0.0322, 0.1002, -0.0763, -0.0809, 0.1408, 0.1407, -0.1622, 0.0640, 0.1395, 0.1141, -0.2203, -0.0602, 0.0924, 0.0582, -0.0863, 0.1486, -0.2800, -0.0563, 0.1072, 0.1140, 0.1384, 0.1383, 0.1450, 0.1923, -0.1626, 0.0930, 0.0223, 0.0330, 0.0912, 0.1445, 0.0539, 0.1190, 0.1510, 0.0904], "charge": 2, "spin_multiplicity": 1, "relative_energy_kj_mol": 0.00, "lumo_energy_ev": -5.11}



{"formula": "C27H33ClDyN2O5", "method": "ωB97M-V with the def2-TZVPD basis set", "symbols": ["C", "H", "Dy", "O", "H", "H", "H", "C", "C", "H", "C", "H", "C", "C", "C", "H", "O", "C", "H", "H", "H", "C", "C", "C", "H", "C", "H", "N", "C", "C", "C", "H", "H", "H", "C", "C", "C", "H", "O", "H", "C", "H", "C", "H", "H", "H", "H", "C", "H", "H", "O", "C", "H", "H", "H", "C", "H", "N", "H", "O", "H", "H", "Cl", "H", "C", "C", "H", "C", "C"], "xyz": [[1.23567, 3.19253, -3.25937], [-0.98315, 0.60663, -6.01269], [-0.44051, 0.41488, 0.39113], [-0.61014, -1.37447, 3.05788], [-4.94449, -1.93211, -1.18236], [-4.68660, -0.08817, -0.93407], [0.03457, 2.16769, 4.14631], [-3.01306, -1.27357, -0.16041], [1.98790, -5.34875, 2.20270], [1.97303, -0.00936, 2.82742], [2.24277, 4.34175, -3.40721], [-0.48027, -1.17077, -3.24929], [2.40899, 2.49601, -1.10045], [0.61783, 0.94451, -2.09493], [-3.26255, -0.55897, 1.18746], [-3.38986, 0.52186, 1.03406], [1.66460, -3.82084, 0.45111], [0.77320, -3.32314, 2.64287], [2.51750, -5.91250, 1.47877], [3.28074, 1.14654, 2.49079], [0.89795, -5.21909, 5.43542], [2.10135, 2.60069, 0.35874], [-2.24094, -0.73207, -2.20359], [-2.69394, -2.74782, 0.12361], [2.17477, 5.01598, -2.54706], [-1.32404, 1.53398, -5.52675], [3.04979, 1.60014, -1.21504], [-1.84512, -0.77647, -0.94330], [1.34559, 1.99800, 2.39159], [1.77590, -5.72747, 3.52392], [2.33534, 1.01777, 3.03489], [-2.44343, -0.69399, 1.93633], [2.18379, -6.66622, 3.81954], [-2.49053, -3.20858, -0.85274], [-4.21825, -1.08061, -1.13210], [0.36247, 2.97613, -4.35406], [1.30320, 2.26063, -2.14801], [3.00068, 3.39461, -1.34343], [0.46254, -1.54360, 1.08548], [1.18046, -0.17176, -1.59860], [-0.48155, 1.84028, -4.28082], [3.27156, 3.95585, -3.47962], [1.82343, 3.48380, 2.43713], [-1.74719, -2.77695, 0.69639], [-0.01146, -3.03744, 4.60260], [-2.37830, 1.42588, -5.25190], [-3.50993, -3.25137, 0.68635], [-0.40801, 0.91400, -3.16697], [0.93143, 4.15407, 2.42143], [-0.79180, 2.44050, 2.57100], [-3.53549, -0.91379, -2.46858], [1.06776, -4.91897, 4.40548], [2.56690, 3.72990, 3.23820], [2.01956, 4.90045, -4.33243], [1.27536, -2.92515, 0.34120], [-0.02516, 1.84365, 3.08630], [-1.21279, 2.36112, -6.24847], [1.37550, 1.66007, 0.93860], [-4.16737, -0.96540, 1.68601], [2.45331, 3.66609, 1.08227], [0.38869, 3.63541, -5.27118], [-0.39438, 0.78963, 3.13229], [-1.95036, 2.61475, 0.13269], [2.43705, 1.18788, 4.12819], [1.48982, -4.15832, 1.75275], [-1.24856, -0.37303, -3.26154], [-1.79911, -0.42125, -4.21637], [0.56024, -3.70168, 3.96969], [0.15713, -2.00996, 2.31474]], "lowdin_charge": [-0.2359, 0.0747, 1.1056, -0.0285, 0.1370, 0.1371, 0.0971, -0.5451, -0.0242, 0.0793, -0.0821, 0.1243, -0.0827, -0.1954, -0.0882, 0.0196, 0.0578, -0.0677, 0.1066, 0.0911, 0.0926, -0.3215, -0.3241, -0.0222, 0.0700, -0.0814, 0.1256, -0.0294, -0.5480, -0.0847, -0.0246, 0.0540, 0.0883, 0.0931, -0.0164, -0.0759, -0.2007, 0.0987, -0.2717, 0.1298, -0.2360, 0.0747, -0.0196, 0.0745, 0.1136, 0.0700, 0.0956, -0.2016, 0.1375, 0.0212, 0.0202, -0.0989, 0.1371, 0.0639, 0.0747, -0.0923, 0.0638, -0.0326, 0.0967, 0.0202, 0.0996, 0.0504, -0.2406, 0.0947, -0.2639, -0.0842, 0.0994, -0.0195, -0.5504], "charge": -1, "spin_multiplicity": 6, "lumo_energy_ev": [2.59, 2.62]}



{"formula": "C3H7N3O", "method": "ωB97M-V with the def2-TZVPD basis set", "symbols": ["C", "H", "H", "C", "H", "H", "O", "C", "N", "H", "H", "N", "N", "H"], "xyz": [[-0.81514, -0.13051, -0.92629], [2.40466, -1.23289, -1.75578], [0.27808, 0.88403, 0.82414], [1.46475, -0.74956, -1.21729], [-2.52002, 0.72618, -0.12560], [-1.91479, 1.53289, 1.67849], [3.19536, -0.18975, 0.18272], [-1.99094, 0.57227, 1.06441], [1.80192, -0.05168, -0.15550], [-2.70535, -0.20295, 1.67035], [-1.93630, -0.32333, -1.29460], [0.06789, -0.85898, -1.67279], [-0.62257, 0.25822, 0.39269], [3.29246, -0.23392, 1.33506]], "lowdin_charge": [-0.2599, 0.1461, 0.2010, -0.1959, 0.1078, 0.0645, -0.1922, -0.1169, -0.1066, 0.1032, 0.1393, 0.0150, -0.1140, 0.2087], "spin_multiplicity": 1, "relative_energy_kj_mol": 674.11, "lumo_energy_ev": 0.46}



{"formula": "C13H16N2O6", "method": "ωB97M-V with the def2-TZVPD basis set", "symbols": ["O", "C", "H", "O", "C", "C", "C", "C", "H", "H", "H", "O", "C", "H", "H", "N", "C", "H", "H", "C", "N", "C", "O", "H", "O", "H", "O", "C", "C", "H", "H", "H", "H", "H", "H", "C", "C"], "xyz": [[2.49991, 2.47574, 4.28863], [-0.50706, -4.16280, -0.76275], [1.38151, -4.03647, -1.81697], [-0.86875, -4.26012, 0.41644], [2.03141, 1.90689, 1.99073], [-1.14695, 2.32450, -0.13014], [0.76656, -3.36664, -1.12724], [-0.49129, 0.10075, -1.30672], [-2.51784, 0.36087, 1.32960], [-0.89790, -4.39651, -2.55323], [-2.45168, 0.77443, -0.99009], [-0.10338, -3.29060, -3.81486], [-1.48314, 0.83255, -0.43226], [2.08571, 2.88424, 5.04077], [1.45565, -1.42404, -1.87243], [-0.56281, -1.24859, -1.23576], [0.50962, -2.01914, -1.84704], [0.56155, -0.40640, -3.55748], [-1.15550, -1.67324, -0.54155], [-0.50084, 3.09358, 2.18999], [-1.67864, 0.09687, 0.77701], [0.33375, 3.07405, 3.31796], [0.37907, 0.73549, -1.92184], [1.43797, 1.47743, -0.04260], [0.26279, -1.09727, -4.10866], [-0.82439, 2.70209, -1.11002], [-1.27386, -4.60363, -1.73880], [1.61723, 2.44973, 3.20015], [-0.14132, 2.47344, 0.99160], [2.93658, 1.38900, 1.99367], [-0.88449, 0.23162, 1.38657], [0.00064, 3.50687, 4.27772], [-1.38693, 3.62765, 2.24812], [-2.09822, 2.85689, 0.11857], [1.33610, -3.08825, -0.21896], [0.20709, -2.21489, -3.36001], [1.17186, 1.91389, 0.92190]], "lowdin_charge": [0.0336, -0.5045, 0.1559, 0.0720, -0.0158, -0.0973, -0.0217, -0.4107, 0.1140, 0.0366, 0.1667, 0.1094, -0.3128, 0.0836, 0.1664, 0.1501, -0.1997, 0.0487, 0.1364, -0.0469, 0.0473, -0.0023, 0.0320, 0.1063, 0.1629, 0.1156, 0.1644, -0.2712, -0.2245, 0.1017, 0.0801, 0.1161, 0.0855, 0.1266, 0.1354, -0.4206, -0.0189], "spin_multiplicity": 1, "relative_energy_kj_mol": 93.91, "lumo_energy_ev": 0.48}



{"formula": "C23H44Cl2FNO10P2S", "method": "ωB97M-V with the def2-TZVPD basis set", "symbols": ["H", "H", "C", "C", "H", "H", "O", "H", "H", "H", "C", "C", "H", "H", "P", "H", "H", "C", "H", "C", "H", "H", "H", "H", "C", "H", "C", "C", "P", "S", "H", "H", "H", "H", "H", "H", "O", "H", "C", "H", "C", "Cl", "C", "H", "O", "H", "H", "C", "O", "C", "C", "H", "O", "C", "H", "H", "O", "Cl", "H", "C", "O", "H", "C", "O", "H", "H", "O", "N", "H", "H", "C", "C", "C", "H", "F", "C", "C", "O", "H", "H", "H", "H", "H", "H"], "xyz": [[8.70364, -0.94461, -0.08275], [1.83862, -0.65021, -1.95546], [7.82916, 2.31997, -1.85873], [-2.39360, 3.67047, 2.18530], [-2.10035, 1.35633, 7.62285], [-3.60330, -1.35249, 0.83856], [4.82639, 0.49108, -0.25245], [-0.88935, -3.47962, -0.78429], [-5.00572, -2.71195, -1.36266], [-5.28529, -1.27101, 1.39046], [-6.41584, -1.74644, -2.80659], [9.03275, 1.39800, -1.87751], [-7.01108, -2.68811, -3.05544], [8.83775, 0.50249, -2.47323], [-2.95541, 1.52771, 3.63289], [7.96750, 3.12316, -1.12875], [0.98523, -3.36828, -1.00271], [-0.23515, -1.80015, -2.17522], [2.68353, 2.90260, 0.71367], [7.27794, -1.57660, 1.40184], [-1.99506, 3.93521, 1.20210], [-1.40689, 2.88462, 5.78936], [-2.77152, -0.99012, -4.86266], [6.27985, -2.01670, 1.45742], [-2.24305, 1.06461, 6.57952], [3.01288, 0.33110, 0.67632], [-2.72820, -2.90313, -2.61820], [-1.61887, 4.41695, 3.25370], [6.41147, 0.96219, -0.08436], [-4.69812, -4.01320, -4.06044], [-2.83365, -2.80224, -1.47002], [4.20436, 1.23749, 1.58366], [-0.93117, 0.80609, -5.51671], [9.90741, 1.90940, -2.28803], [7.71632, 2.78279, -2.84296], [-3.49560, -1.93510, 3.14719], [6.80032, -0.55868, -0.78346], [7.74558, -2.34803, -0.54476], [0.86667, -0.74786, -2.56383], [-2.29315, -3.94155, -2.79970], [7.70106, -1.37877, -0.04145], [-4.28528, -0.40357, -1.64996], [-4.29462, -0.82025, 1.49722], [-2.10849, -0.01567, 6.49095], [-3.70395, -4.97525, -4.62930], [-8.35458, -1.01861, -2.00208], [-0.24327, 1.57940, 5.99738], [-1.80563, -0.92374, -4.25038], [-2.26565, 2.26382, 2.31903], [-7.24347, -0.90227, -1.70114], [0.00201, -2.78232, -0.91790], [4.02327, 2.99358, -0.44441], [-5.67581, -3.67479, -5.16929], [0.58547, 0.19007, -3.77041], [1.35804, 0.98962, -4.06007], [2.58499, 2.09930, -0.86268], [-1.37847, 1.44420, 4.31051], [-6.25476, -0.62223, -4.28430], [-4.62604, -0.69379, 3.64281], [-1.54990, -1.86066, -3.02495], [6.62527, 1.61929, -1.59006], [7.98422, -2.23065, 1.91897], [-3.81756, -0.91108, 2.93934], [6.11666, 2.27557, 0.64701], [0.07433, -2.14055, 0.03438], [-3.44991, 3.95511, 2.20229], [-4.40613, 1.61153, 3.14768], [-4.00520, -2.61156, -3.34486], [-1.55544, 5.48184, 3.01489], [7.24499, -0.62436, 1.94373], [3.25335, 2.34151, -0.03137], [3.81717, 1.06500, 0.57573], [-1.26636, 1.80533, 5.68587], [-0.60598, 4.01995, 3.36019], [-5.58162, -4.79196, -2.83201], [-0.71152, 0.11756, -4.63068], [-4.92444, -2.03150, -2.28139], [-2.70601, -0.05172, 3.17897], [-7.02452, 0.22380, -1.77614], [-3.28167, 1.28706, 6.30873], [9.28762, 1.07819, -0.86150], [-2.11947, 4.32841, 4.22385], [-7.09368, -1.28453, -0.63365], [-4.33599, 0.20352, 1.12651]], "lowdin_charge": [0.0970, 0.0960, -0.3000, -0.2988, 0.0833, 0.0395, -0.2278, 0.0588, 0.1288, 0.0730, -0.6613, -0.0867, 0.1066, 0.0854, 0.6983, 0.1098, 0.0866, -0.1554, 0.0772, -0.0848, 0.1205, 0.0974, 0.0944, 0.0870, -0.0845, 0.1097, -0.2168, -0.0857, 0.6964, 0.8020, 0.1073, 0.1020, 0.0875, 0.0798, 0.1195, 0.1147, -0.2011, 0.1244, -0.0251, 0.1312, -0.3100, 0.6935, -0.1208, 0.0871, -0.2823, 0.0905, 0.1242, -0.0265, -0.2296, -0.1715, -0.0817, 0.0709, -0.3130, -0.0789, 0.0859, 0.0666, -0.2012, 0.5608, 0.1031, -0.1152, -0.2294, 0.0831, -0.2924, -0.2334, 0.0860, 0.1100, -0.2328, -0.2234, 0.0804, 0.0687, -0.0708, -0.2993, -0.3098, 0.0846, -0.2206, -0.0659, -0.6383, -0.2211, 0.0656, 0.0689, 0.0608, 0.0609, 0.0794, 0.0506], "spin_multiplicity": 1, "lumo_energy_ev": -1.50}



Per-record E_tot, Eh: -1312.43079; -1692.05948; -2879.68477; -357.79312; -1065.98358; -3810.79044